[1]
ORCA calculation (the ωB97M-V functional and the def2-TZVPD basis) on a 2-piece molecular cluster, C7H14O3 overall in a non-equilibrium geometry.

Last column: natural (NBO) charge in e.
Positions of all 24 atoms, in Å:
C -1.5244 1.1139 -2.1025  -0.463
C -2.3687 0.3050 -1.1291  -0.075
O -2.0902 0.7028 0.2139  -0.531
C -2.3251 2.0783 0.3622  0.213
O -1.4927 2.8727 -0.4411  -0.530
C -1.7385 2.5934 -1.8198  -0.075
H -0.4554 0.8606 -1.9665  0.216
H -1.7970 0.8734 -3.1481  0.216
H -2.1584 -0.7803 -1.1865  0.201
H -3.4458 0.4506 -1.3395  0.162
H -3.3869 2.3058 0.1472  0.125
H -2.1314 2.3440 1.4193  0.181
H -2.7743 2.8890 -2.0754  0.162
H -1.0514 3.2392 -2.3997  0.199
C 3.5223 -1.1659 1.0855  -0.724
C 2.8086 -2.4948 0.9915  0.590
C 2.2584 -3.0487 2.2855  -0.724
O 2.6837 -3.0864 -0.0683  -0.541
H 3.8888 -0.8548 0.0927  0.237
H 4.3835 -1.2415 1.7705  0.229
H 2.8368 -0.3904 1.4663  0.233
H 3.0743 -3.2067 3.0107  0.230
H 1.5296 -2.3461 2.7235  0.232
H 1.7541 -4.0133 2.1077  0.237

Values from the calculation:
Structure (SMILES): C1COCOC1.CC(C)=O
E_LUMO: 0.028 hartree
E: -500.80929 hartree
HOMO-LUMO gap: 10.4 eV
HOMO level: -9.63 eV
Relative energy (zero: lowest compared OMol25 entry of this formula, charge and spin): 1.468 eV


[2]
ORCA calculation (the ωB97M-V functional and the def2-TZVPD basis) on C4H6N2O2 in the gas phase in a non-equilibrium geometry.

Last column: natural (NBO) charge in e.
Positions of all 14 atoms, in Å:
C 2.4338 -0.0409 -0.1567  -0.309
O 1.2350 -0.8022 0.2474  -0.468
C 0.2094 0.0052 0.0069  0.533
N 0.4048 1.2224 -0.3845  -0.383
N -0.9850 1.7851 -0.2487  -0.213
C -1.8016 0.8940 0.1584  0.015
C -1.2688 -0.4398 0.2979  -0.058
O -1.7347 -1.4514 -0.6483  -0.666
H 3.0722 -0.9847 -0.4133  0.210
H 2.2048 0.5896 -1.1090  0.229
H 2.7468 0.7797 0.4995  0.216
H -2.9240 1.0050 0.4738  0.201
H -1.1732 -0.6459 1.4285  0.216
H -2.4195 -1.9161 -0.1517  0.477

Values from the calculation:
Structure (SMILES): COC1=NN=C[C@H]1O
E_LUMO: 0.008 hartree
E: -415.88014 hartree
HOMO-LUMO gap: 9.9 eV
HOMO level: -9.73 eV
Relative energy (zero: lowest compared OMol25 entry of this formula, charge and spin): 4.367 eV


[3]
ORCA calculation (the ωB97M-V functional and the def2-TZVPD basis) on C22H35NO4P2Sn as an isolated structure in a non-equilibrium geometry.

Last column: natural (NBO) charge in e.
Positions of all 65 atoms, in Å:
P -0.1493 -1.5308 -1.3117  0.410
P -2.1997 1.5509 -1.6966  1.007
C -2.0692 -0.2418 -3.7766  -0.329
C -2.6185 0.9059 -3.3306  -0.985
H -2.5828 -1.1953 -3.6209  0.131
H -1.1549 -0.2657 -4.3794  0.149
H 1.6887 0.2671 -2.6837  0.219
H -3.4766 1.3938 -3.8326  0.236
C -3.4164 2.8385 -1.3609  -0.944
H -3.3286 3.1448 -0.3128  0.259
H -4.4097 2.4139 -1.5534  0.260
H -3.2455 3.6944 -2.0290  0.254
C -0.5275 2.2897 -1.8620  -0.957
H -0.6352 3.1292 -2.5596  0.250
H 0.1831 1.5579 -2.2654  0.260
H -0.1736 2.6494 -0.8845  0.229
C -0.1459 -2.8861 -0.0703  -0.960
H -0.1121 -2.4784 0.9457  0.247
H 0.7365 -3.5181 -0.2281  0.231
H -1.0559 -3.4893 -0.1964  0.215
C -0.3284 -2.6314 -2.7832  -0.930
H -0.0250 -2.1104 -3.6993  0.241
H -1.3742 -2.9486 -2.8761  0.227
H 0.3257 -3.5088 -2.6599  0.232
Sn -2.1504 -0.4284 -0.3916  1.353
C 3.3005 1.7838 -1.4971  -0.207
C 2.5590 1.2943 -0.4923  -0.170
C 2.4570 -0.0926 0.0414  -0.446
C 3.1180 -1.2235 -0.8001  -0.479
C 2.4330 -1.5437 -2.0503  -0.115
C 2.3323 -0.5153 -3.0919  -0.503
C 3.6807 0.1144 -3.4980  -0.384
C 4.2460 1.1079 -2.4613  -0.460
C -3.8623 -1.5496 0.2147  -1.065
H 3.3010 2.8781 -1.6245  0.203
H 1.9986 2.0243 0.1077  0.199
H 1.3872 -0.3121 0.2007  0.226
H 2.8990 -0.1571 1.0534  0.217
H 4.1650 -0.9712 -1.0166  0.212
H 3.1480 -2.1270 -0.1686  0.212
H 2.4089 -2.6032 -2.3422  0.186
H 1.8168 -0.8808 -3.9896  0.214
H 3.5646 0.6360 -4.4608  0.208
H 4.4060 -0.6952 -3.6481  0.204
H 5.0779 0.6122 -1.9419  0.213
H 4.6976 1.9255 -3.0548  0.215
H -3.5117 -2.4188 0.7835  0.242
H -4.4515 -1.8654 -0.6503  0.245
H -4.4697 -0.9050 0.8581  0.248
O -2.6694 1.3832 2.0546  -0.652
C -1.7605 0.6075 2.3951  0.758
O -1.1439 -0.2085 1.5522  -0.802
C -1.2795 0.5380 3.8334  -0.035
C -0.0125 0.0195 4.1910  -0.194
C 0.3738 -0.0942 5.5253  -0.186
C -0.5117 0.3137 6.5417  0.032
C -1.7652 0.8635 6.2093  -0.183
C -2.1275 0.9837 4.8698  -0.190
N -0.1293 0.2281 7.9122  0.496
O 0.9878 -0.2481 8.2185  -0.372
O -0.9286 0.6578 8.7767  -0.374
H 0.6813 -0.2954 3.4166  0.235
H 1.3452 -0.4888 5.8162  0.252
H -2.4272 1.1916 7.0089  0.254
H -3.0893 1.4301 4.6260  0.241

Values from the calculation:
E_LUMO (spin up / spin down): -0.042 / -0.042 hartree
E: -2111.68860 hartree
HOMO-LUMO gap (spin up / spin down): 5.2 / 5.2 eV
HOMO level (spin up / spin down): -6.37 / -6.39 eV
Relative energy (zero: lowest compared OMol25 entry of this formula, charge and spin): 4.443 eV


[4]
ORCA calculation (the ωB97M-V functional and the def2-TZVPD basis) on C6H6O as an isolated structure in a non-equilibrium geometry.

Last column: natural (NBO) charge in e.
Positions of all 13 atoms, in Å:
C 2.6899 0.6314 -0.0273  -0.223
C 1.4991 0.4132 0.0335  -0.018
C 0.1118 0.0544 -0.0700  -0.187
C -1.0058 1.1112 -0.2139  -0.420
C -1.1181 0.0276 0.8132  0.119
O -1.5629 -1.2738 0.3777  -0.515
C -0.3863 -1.4330 -0.4110  -0.026
H 3.7416 0.8034 -0.0735  0.237
H -1.6520 1.2594 -1.0814  0.226
H -0.7544 2.0762 0.2570  0.234
H -1.2926 0.1821 1.8630  0.205
H 0.2203 -2.2795 -0.0210  0.192
H -0.5649 -1.5857 -1.4731  0.176

Values from the calculation:
E_LUMO: 0.038 hartree
E: -307.30425 hartree
HOMO-LUMO gap: 10.4 eV
HOMO level: -9.32 eV
Relative energy (zero: lowest compared OMol25 entry of this formula, charge and spin): 4.331 eV


- Which of these has the lowest relative energy (zero: lowest compared OMol25 entry of this formula, charge and spin)?
  C7H14O3